# 1
{
  "formula": "C50H57CoN7O",
  "method": "ωB97M-V/def2-TZVPD",
  "e_lumo_ha": [-0.030, -0.063],
  "homo_energy_ev": [-6.3, -6.9],
  "spin_multiplicity": 4,
  "gap_ev": [5.493, 5.147],
  "total_energy_ev": -102879.963,
  "species": ["Co", "C", "C", "C", "C", "C", "C", "C", "C", "C", "C", "C", "C", "C", "C", "C", "C", "N", "C", "C", "C", "N", "C", "C", "C", "N", "C", "C", "C", "C", "C", "C", "C", "C", "C", "C", "C", "C", "N", "C", "C", "H", "H", "H", "H", "H", "H", "H", "H", "H", "H", "H", "H", "H", "H", "H", "H", "H", "H", "H", "H", "H", "H", "H", "H", "H", "H", "H", "H", "H", "H", "H", "H", "H", "H", "H", "H", "H", "H", "H", "H", "H", "H", "H", "H", "O", "C", "N", "C", "N", "C", "C", "C", "C", "C", "C", "H", "H", "H", "H", "H", "H", "N", "C", "C", "C", "C", "C", "C", "H", "H", "H", "H", "H", "H", "H"],
  "coordinates": [[0.02, -0.05, 0.61], [2.48, 6.05, 0.32], [2.85, 4.57, 0.25], [1.82, 3.67, 0.83], [1.74, 3.26, 2.15], [2.58, 3.71, 3.31], [3.49, 2.56, 3.70], [0.79, 2.24, 2.27], [0.22, 1.70, 3.41], [-0.63, 0.60, 3.37], [-1.59, 0.23, 4.42], [-1.65, 0.93, 5.75], [-0.54, 0.40, 6.67], [-2.21, -0.93, 4.02], [-1.63, -1.31, 2.77], [-1.93, -2.47, 2.01], [-1.21, -2.72, 0.83], [-0.28, -1.84, 0.26], [0.28, -2.56, -0.80], [1.33, -2.12, -1.63], [1.69, -0.79, -1.76], [0.85, 0.26, -1.30], [1.45, 1.39, -1.72], [0.90, 2.72, -1.34], [0.99, 2.77, 0.14], [0.39, 1.86, 0.95], [2.61, 1.11, -2.50], [2.79, -0.29, -2.49], [3.82, -1.12, -3.20], [3.26, -1.70, -4.51], [3.61, 2.10, -3.11], [4.93, 2.21, -2.32], [-0.28, -3.87, -0.88], [-1.26, -3.96, 0.08], [-2.00, -5.19, 0.50], [-1.60, -5.74, 1.85], [0.34, -4.91, -1.74], [1.77, -5.26, -1.37], [-0.65, -0.38, 2.38], [-3.11, -1.85, 4.82], [-2.47, -3.20, 5.20], [3.28, 6.68, -0.09], [2.35, 6.40, 1.35], [1.55, 6.23, -0.18], [3.82, 4.37, 0.70], [2.96, 4.36, -0.83], [1.93, 4.04, 4.10], [3.15, 4.60, 3.01], [2.93, 1.62, 3.74], [3.95, 2.81, 4.64], [4.28, 2.44, 2.97], [0.45, 2.17, 4.38], [-2.66, 0.86, 6.23], [-1.45, 1.99, 5.57], [-0.79, -0.64, 7.04], [-0.47, 1.02, 7.57], [0.45, 0.40, 6.21], [-2.74, -3.12, 2.34], [1.79, -2.93, -2.23], [1.68, 3.42, -1.69], [4.17, -1.90, -2.52], [4.65, -0.46, -3.43], [2.37, -2.35, -4.40], [4.07, -2.31, -4.96], [3.03, -0.90, -5.23], [3.09, 3.04, -3.28], [3.85, 1.70, -4.11], [4.70, 2.35, -1.23], [5.52, 3.06, -2.70], [5.50, 1.28, -2.39], [-1.82, -5.96, -0.25], [-3.07, -4.92, 0.42], [-0.49, -5.77, 1.99], [-2.05, -6.76, 1.96], [-2.00, -5.16, 2.68], [0.29, -4.49, -2.76], [-0.31, -5.81, -1.75], [2.43, -4.37, -1.32], [2.23, -5.96, -2.13], [1.88, -5.73, -0.38], [-4.03, -2.01, 4.25], [-3.40, -1.30, 5.71], [-2.73, -4.00, 4.51], [-2.83, -3.52, 6.18], [-1.37, -3.10, 5.25], [-0.44, 4.15, -2.77], [-0.40, 3.26, -1.96], [-4.30, -0.52, -0.31], [-3.07, -0.35, -0.86], [-2.35, 0.62, -0.33], [-3.17, 1.19, 0.65], [-3.00, 2.34, 1.44], [-4.10, 2.82, 2.12], [-5.35, 2.17, 2.06], [-5.54, 0.96, 1.42], [-4.44, 0.47, 0.70], [-4.99, -1.20, -0.67], [-2.71, -0.99, -1.66], [-2.06, 2.85, 1.48], [-4.02, 3.71, 2.74], [-6.20, 2.57, 2.67], [-6.50, 0.46, 1.49], [-1.34, -0.37, -3.94], [-1.07, -0.07, -5.24], [-1.03, 1.27, -5.64], [-0.72, 1.57, -6.96], [-0.42, 0.57, -7.84], [-0.51, -0.77, -7.48], [-0.84, -1.09, -6.17], [-1.00, -1.28, -3.68], [-1.07, 0.36, -3.28], [-1.21, 2.08, -4.97], [-0.69, 2.62, -7.24], [-0.09, 0.84, -8.84], [-0.37, -1.56, -8.22], [-1.07, -2.15, -5.91]]
}



# 2
{
  "formula": "C32H51CoN2O2P2",
  "method": "ωB97M-V/def2-TZVPD",
  "e_lumo_ha": [-0.097, -0.156],
  "homo_energy_ev": [-8.7, -10.3],
  "spin_multiplicity": 4,
  "e_above_lowest_kj_mol": 0.0,
  "gap_ev": [6.080, 6.051],
  "total_energy_ev": -97284.934,
  "total_charge": 1,
  "species": ["C", "C", "C", "C", "C", "H", "H", "H", "N", "P", "P", "C", "H", "H", "C", "H", "C", "C", "C", "C", "C", "H", "H", "H", "C", "H", "H", "H", "C", "H", "H", "H", "C", "H", "H", "H", "C", "H", "H", "H", "C", "H", "H", "H", "C", "H", "H", "H", "C", "H", "H", "H", "C", "H", "H", "H", "C", "H", "H", "H", "C", "H", "H", "H", "C", "H", "H", "H", "Co", "C", "O", "N", "C", "C", "C", "C", "C", "H", "C", "H", "C", "H", "H", "H", "C", "O", "H", "H", "H", "H"],
  "coordinates": [[-1.36, -1.63, -1.80], [0.71, -2.58, -1.09], [-1.48, -2.57, -2.82], [0.52, -3.64, -2.02], [-0.55, -3.61, -2.89], [-2.32, -2.48, -3.51], [1.26, -4.45, -2.01], [-0.68, -4.40, -3.63], [-0.30, -1.65, -0.98], [-2.44, -0.20, 0.28], [2.19, -0.86, 0.56], [-2.37, -0.52, -1.54], [-2.04, 0.41, -2.03], [-3.35, -0.77, -1.96], [1.87, -2.36, -0.32], [2.65, -3.13, -0.36], [3.44, -0.01, -0.67], [3.20, -1.40, 2.11], [-3.29, 1.48, 0.55], [-3.56, -1.63, 0.87], [3.51, 1.47, -0.30], [3.89, 1.62, 0.71], [4.20, 1.98, -1.00], [2.54, 1.96, -0.38], [4.84, -0.63, -0.64], [5.36, -0.50, 0.32], [4.82, -1.70, -0.91], [5.45, -0.13, -1.40], [2.94, -0.20, -2.11], [3.62, 0.34, -2.80], [2.95, -1.26, -2.40], [1.94, 0.19, -2.27], [3.95, -0.18, 2.67], [3.27, 0.67, 2.85], [4.40, -0.46, 3.63], [4.76, 0.17, 2.02], [2.24, -1.91, 3.19], [1.58, -1.13, 3.58], [1.63, -2.74, 2.82], [2.84, -2.29, 4.03], [4.17, -2.55, 1.83], [4.94, -2.32, 1.09], [4.68, -2.78, 2.77], [3.63, -3.45, 1.51], [-4.05, -1.35, 2.30], [-4.54, -2.27, 2.67], [-3.21, -1.13, 2.98], [-4.79, -0.55, 2.35], [-2.75, -2.93, 0.89], [-2.44, -3.24, -0.12], [-1.86, -2.86, 1.53], [-3.39, -3.73, 1.30], [-4.76, -1.85, -0.06], [-5.38, -2.65, 0.38], [-5.40, -0.96, -0.15], [-4.46, -2.17, -1.06], [-2.55, 2.55, -0.26], [-2.53, 2.33, -1.34], [-3.09, 3.51, -0.13], [-1.53, 2.69, 0.10], [-3.20, 1.86, 2.03], [-2.16, 1.96, 2.36], [-3.70, 2.83, 2.15], [-3.71, 1.14, 2.69], [-4.75, 1.43, 0.09], [-4.85, 1.07, -0.94], [-5.39, 0.84, 0.76], [-5.14, 2.47, 0.11], [-0.12, -0.42, 0.48], [-0.48, -0.64, 2.16], [-0.76, -0.78, 3.28], [0.27, 1.12, -0.47], [0.41, 1.63, -1.52], [0.50, 2.50, -2.63], [0.30, 3.89, -2.44], [0.79, 2.01, -3.92], [0.45, 4.77, -3.51], [0.02, 4.25, -1.45], [0.97, 2.91, -4.98], [0.86, 0.93, -4.08], [0.80, 4.28, -4.77], [0.28, 5.84, -3.36], [1.22, 2.52, -5.97], [0.94, 4.97, -5.61], [0.52, 2.02, 4.10], [0.07, 2.19, 2.76], [1.44, 1.41, 4.12], [-0.27, 1.49, 4.64], [0.70, 2.99, 4.60], [0.48, 2.99, 2.40]]
}



# 3
{
  "formula": "C8H11NO4S",
  "method": "ωB97M-V/def2-TZVPD",
  "e_lumo_ha": -0.006,
  "homo_energy_ev": -8.8,
  "spin_multiplicity": 1,
  "e_above_lowest_kj_mol": 357.1,
  "gap_ev": 8.646,
  "total_energy_ev": -28986.064,
  "species": ["C", "C", "C", "C", "C", "C", "C", "C", "N", "O", "O", "O", "O", "S", "H", "H", "H", "H", "H", "H", "H", "H", "H", "H", "H"],
  "coordinates": [[-1.28, -1.95, 0.24], [-0.35, -0.95, 0.55], [-0.72, 0.27, 1.22], [1.12, -1.21, 0.51], [-2.24, 0.60, 1.50], [3.55, 1.09, -0.82], [-2.26, 0.90, -1.48], [3.23, -0.16, -0.02], [-2.55, -1.85, -0.03], [0.03, 1.21, 1.43], [1.64, -2.26, 0.74], [-4.45, -0.03, -0.15], [1.82, -0.14, 0.19], [-3.03, -0.17, -0.01], [-1.04, -3.02, 0.07], [-2.72, 0.14, 2.37], [-2.34, 1.70, 1.47], [4.30, 0.78, -1.59], [2.63, 1.50, -1.28], [4.03, 1.92, -0.25], [-1.22, 0.60, -1.45], [-2.81, 0.44, -2.26], [-2.26, 1.94, -1.34], [3.57, -0.33, 1.02], [3.34, -1.02, -0.62]]
}



# 4
{
  "formula": "C32H39BKN9O5",
  "method": "ωB97M-V/def2-TZVPD",
  "e_lumo_ha": 0.155,
  "homo_energy_ev": -2.6,
  "spin_multiplicity": 1,
  "e_above_lowest_kj_mol": 266.8,
  "gap_ev": 6.767,
  "total_energy_ev": -74471.570,
  "total_charge": -2,
  "species": ["K", "O", "C", "C", "C", "C", "C", "C", "C", "O", "N", "N", "C", "C", "C", "C", "C", "C", "N", "H", "H", "H", "H", "H", "H", "H", "H", "H", "H", "C", "C", "C", "C", "C", "N", "N", "B", "N", "N", "C", "C", "C", "C", "C", "N", "N", "C", "C", "C", "C", "C", "H", "H", "H", "H", "H", "H", "H", "H", "H", "H", "H", "H", "H", "H", "H", "H", "H", "H", "H", "H", "H", "H", "C", "C", "C", "O", "C", "O", "O", "H", "H", "H", "H", "H", "H", "H"],
  "coordinates": [[1.22, -0.70, -0.10], [0.70, -4.77, -1.70], [1.71, -4.79, -2.57], [2.19, -6.03, -3.00], [3.20, -6.10, -3.95], [3.75, -4.94, -4.48], [3.28, -3.71, -4.04], [2.28, -3.61, -3.09], [1.78, -2.28, -2.59], [0.79, -2.27, -1.80], [2.45, -1.23, -3.06], [2.03, -0.06, -2.54], [2.53, 1.01, -2.99], [2.11, 2.30, -2.45], [2.63, 3.50, -2.96], [2.20, 4.70, -2.43], [1.27, 4.69, -1.40], [0.81, 3.45, -0.95], [1.21, 2.30, -1.46], [0.48, -3.78, -1.59], [1.75, -6.93, -2.59], [3.57, -7.07, -4.27], [4.54, -4.99, -5.22], [3.69, -2.78, -4.42], [3.27, 1.01, -3.80], [3.36, 3.47, -3.76], [2.59, 5.64, -2.81], [0.91, 5.61, -0.96], [0.09, 3.38, -0.14], [0.19, -3.73, 2.22], [-0.95, -2.77, 2.16], [-2.26, -2.88, 2.66], [-2.89, -1.70, 2.32], [-4.29, -1.34, 2.72], [-2.01, -0.94, 1.63], [-0.82, -1.60, 1.56], [-1.92, 0.42, 0.86], [-2.59, 0.39, -0.57], [-1.62, 0.23, -1.50], [-2.19, 0.12, -2.68], [-1.36, -0.07, -3.91], [-3.59, 0.21, -2.54], [-3.80, 0.39, -1.18], [-5.16, 0.61, -0.59], [-2.13, 1.72, 1.73], [-0.94, 2.36, 1.94], [-1.18, 3.43, 2.67], [-0.05, 4.33, 3.07], [-2.56, 3.52, 2.95], [-3.12, 2.42, 2.34], [-4.57, 2.08, 2.37], [0.16, -4.30, 3.15], [0.16, -4.42, 1.38], [1.13, -3.18, 2.16], [-2.70, -3.70, 3.21], [-4.85, -2.26, 2.90], [-4.29, -0.76, 3.64], [-4.81, -0.78, 1.95], [-0.77, 0.49, 0.59], [-0.32, -0.18, -3.61], [-1.67, -0.96, -4.46], [-1.45, 0.79, -4.58], [-4.35, 0.17, -3.30], [-5.90, 0.17, -1.26], [-5.27, 0.15, 0.39], [-5.39, 1.67, -0.50], [0.85, 3.99, 2.57], [-0.25, 5.37, 2.77], [0.11, 4.31, 4.15], [-3.08, 4.28, 3.52], [-5.10, 2.85, 2.93], [-5.00, 2.04, 1.37], [-4.76, 1.13, 2.86], [4.48, 1.38, 2.06], [3.09, 0.78, 2.27], [2.46, 1.29, 3.56], [2.32, 1.19, 1.14], [3.25, -0.79, 2.35], [3.84, -1.22, 3.36], [2.78, -1.44, 1.38], [4.41, 2.47, 2.02], [4.88, 1.02, 1.11], [5.14, 1.08, 2.87], [2.51, 2.38, 3.62], [2.99, 0.85, 4.41], [1.41, 0.99, 3.60], [1.40, 0.92, 1.31]]
}



# 5
{
  "formula": "C4H6O",
  "method": "ωB97M-V/def2-TZVPD",
  "e_lumo_ha": 0.038,
  "homo_energy_ev": -9.3,
  "smiles": "C=C=COC",
  "spin_multiplicity": 1,
  "e_above_lowest_kj_mol": 185.1,
  "gap_ev": 10.387,
  "total_energy_ev": -6290.000,
  "species": ["C", "C", "C", "O", "C", "H", "H", "H", "H", "H", "H"],
  "coordinates": [[1.72, 1.11, 0.89], [0.49, 0.67, 0.91], [-0.70, 0.12, 0.86], [-0.88, -1.06, 0.18], [-0.94, -0.95, -1.24], [2.44, 0.78, 1.64], [2.07, 1.78, 0.12], [-1.58, 0.53, 1.34], [-0.53, 0.00, -1.58], [-1.98, -1.03, -1.57], [-0.36, -1.77, -1.67]]
}